The following is a quantum chemistry calculation of a cluster of 2 separate species, C4H9NS in total at a distorted geometry, from the OMol25 dataset.

Properties
Total charge: 0
Relative energy (zero: lowest compared OMol25 entry of this formula, charge and spin): 81.2 kcal per mole
Molar mass: 103.19 g/mol
Gap between HOMO and LUMO: 6.437 eV
Maximum force: 0.0594 Eh/bohr
E_tot: -16615.9354 eV

XYZ file:
```
15
C4H9NS ωB97M-V/def2-TZVPD
S 2.7847 0.9771 0.2385
C -2.3166 1.2718 0.2576
H -2.6538 0.4779 0.9048
H 0.9897 -0.9685 1.6235
H -2.3210 2.2423 0.7769
H 3.3455 0.3315 -0.9175
N -0.3347 -0.0052 0.6082
C 0.9012 -1.7263 -0.4871
H -0.4152 1.7060 -0.5729
H -2.9045 1.5079 -0.5895
H 2.0164 -1.8812 -0.4918
C 0.5893 -0.8820 0.6617
C -0.9085 0.9077 0.0134
H 0.5870 -2.7988 -0.6040
H 0.6404 -1.1602 -1.4219
```

Here are the Mulliken charges for atoms 1 to 4, given in e: -0.62, -1.12, 0.31, 0.47